*a*
The following is a DFT calculation (ωB97M-V/def2-TZVPD) of an isolated molecule of C16H22N4O2S.

Summary:
**LUMO energy**: 0.68 eV
**Gap between HOMO and LUMO**: 9.062 eV
**M**: 334.44 g mol⁻¹
**SMILES string**: CCN(CC)S(=O)(=O)c1ccc(NCCc2ccccn2)nc1
**HOMO energy**: -8.38 eV

Geometry as ORCA input:
```
! wB97M-V def2-TZVPD RIJCOSX def2/J DEFGRID3
* xyz 0 1
N 1.273 -0.853 1.510
H -1.801 1.514 1.285
H -1.299 2.466 -1.563
C -0.942 -3.630 2.057
O 2.485 0.426 -3.089
H 0.894 1.288 -4.330
H 0.569 -1.416 -2.232
N 0.215 -2.767 2.122
C -1.957 0.728 2.013
C -2.047 1.008 3.367
H -2.071 1.626 -3.632
H -1.414 1.159 -5.201
H 0.066 2.839 -4.096
H -3.100 -3.457 2.075
H 0.029 2.105 -0.445
C 0.743 -1.278 -1.177
H -1.957 2.020 3.728
H 0.407 -2.360 3.027
C 1.684 0.006 0.599
C -2.358 -1.330 3.724
H -1.030 -4.115 3.030
C -2.260 -0.049 4.239
C -0.214 2.524 -1.425
H 2.238 0.865 0.953
S 1.911 1.076 -1.946
H -2.335 -2.735 0.644
C 0.583 -1.928 1.114
H -0.770 -4.409 1.309
H -2.344 0.123 5.303
H -1.237 0.081 -3.810
C 0.315 -2.191 -0.242
N 0.412 1.653 -2.392
H -0.003 4.428 -2.443
N -2.049 -0.492 1.517
C 1.430 -0.150 -0.749
H -0.208 -3.085 -0.537
C -2.239 -1.508 2.349
C 0.086 1.785 -3.792
C -2.249 -2.873 1.721
O 2.689 2.082 -1.276
H -0.207 4.550 -0.694
C -1.247 1.120 -4.128
H 1.338 4.003 -1.368
H -2.523 -2.177 4.372
C 0.259 3.975 -1.490
*
```

*b*
The following is a DFT calculation (ωB97M-V/def2-TZVPD) of a structure of composition C16H22N4O2S.

Summary:
**LUMO energy**: 0.64 eV
**Gap between HOMO and LUMO**: 9.928 eV
**M**: 334.44 g mol⁻¹
**HOMO energy**: -9.29 eV

Geometry as ORCA input:
```
! wB97M-V def2-TZVPD RIJCOSX def2/J DEFGRID3
* xyz 0 1
C 1.554 2.879 1.321
N -1.503 0.957 -1.978
O 1.406 -2.585 -1.183
H -0.829 -3.429 -2.441
H -4.361 0.026 1.797
H 3.767 0.384 1.346
H -4.245 0.828 3.361
H -3.884 -0.895 3.240
N -1.417 -0.216 3.174
C -0.685 -1.490 -1.530
H 3.330 -1.138 -1.135
C 2.994 -0.421 -1.885
H -3.175 -1.060 -0.295
H -2.528 1.898 0.862
H 3.938 2.552 -0.337
C -1.157 -2.415 -2.665
C 0.301 2.326 0.676
H 3.348 -0.790 -2.849
O 1.782 4.063 1.392
H -0.729 -2.108 -3.619
H 3.207 2.404 2.256
C 3.536 0.961 -1.623
H -0.751 -2.929 0.032
H 1.036 0.377 -2.185
C 3.526 1.552 -0.434
S 0.061 0.368 2.751
C 2.981 0.936 0.826
C -2.716 -2.019 -0.044
H -3.001 -2.266 0.978
C -3.796 0.061 2.728
H -2.241 -2.394 -2.753
H -0.293 3.165 0.322
H 0.605 1.757 -0.209
H -0.806 -1.274 0.612
C -0.533 1.447 1.560
C -1.200 -1.952 -0.149
C -1.892 1.335 1.529
C -1.154 -0.121 -1.790
H -3.139 -2.782 -0.698
C 0.858 -1.549 -1.504
C -2.355 0.378 2.475
N 1.535 -0.431 -1.848
H 2.205 0.203 0.597
N 2.454 1.918 1.783
H 3.966 1.490 -2.465
*
```

Top of the stability list: *b*, leading by 0.577 eV.